Molecular formula: C60H43O24P
Method: DFT, ωB97M-V with the def2-TZVPD basis set

```
128
Properties=species:S:1:pos:R:3
C -6.0990 -2.7009 4.6400
C -6.8933 -2.1264 3.2850
C -6.0455 -2.7591 2.0019
C -5.1370 -2.1066 1.0200
P -4.7013 -0.2466 0.9156
O -5.9575 0.6122 1.4195
O -3.3072 0.2358 1.8403
O -4.5384 0.1155 -0.8161
C -4.5191 -3.2162 -0.0236
O -3.8175 -3.0561 -1.1670
O -4.9116 -4.5222 0.5466
C -5.9962 -4.3272 1.5240
O -6.8588 -5.1822 2.0799
H -6.5185 -3.7742 4.8417
H -4.9705 -2.8473 4.2919
H -6.1530 -1.9659 5.5485
H -6.9028 -0.9438 3.2932
H -8.0365 -2.4597 3.2679
H -3.6900 0.7016 2.6648
H -5.3804 -0.3175 -1.2016
O -2.8261 4.9957 -3.5776
C -3.0538 4.8474 -2.3848
C -3.1815 3.5025 -1.7897
C -3.4324 3.3416 -0.4869
C -3.5910 4.5010 0.4133
O -3.8187 4.3527 1.6061
C -3.4633 5.8459 -0.1818
C -3.2124 6.0068 -1.4846
H -3.0618 2.6622 -2.4630
H -3.5297 2.3622 -0.0345
H -3.5831 6.6862 0.4915
H -3.1151 6.9862 -1.9370
O -0.0303 -3.8023 1.9010
C 0.2023 -4.2438 0.7841
C -0.8786 -4.4477 -0.2005
C -0.6238 -4.9322 -1.4198
C 0.7490 -5.2827 -1.8351
O 0.9816 -5.7242 -2.9520
C 1.8298 -5.0788 -0.8505
C 1.5750 -4.5943 0.3688
H -1.8800 -4.1852 0.1190
H -1.4050 -5.0885 -2.1536
H 2.8312 -5.3414 -1.1700
H 2.3562 -4.4380 1.1026
O -1.1411 -10.1587 -0.8580
C -1.2727 -9.9187 -2.0503
C -0.6810 -8.7112 -2.6595
C -0.8272 -8.4487 -3.9619
C -1.5849 -9.3551 -4.8473
O -1.7166 -9.1151 -6.0396
C -2.1767 -10.5625 -4.2381
C -2.0305 -10.8250 -2.9358
H -0.1275 -8.0566 -1.9970
H -0.4002 -7.5672 -4.4244
H -2.7302 -11.2171 -4.9007
H -2.4574 -11.7065 -2.4732
O 3.3462 2.1250 0.5088
C 3.5720 0.9264 0.6028
C 3.0180 -0.0371 -0.3688
C 3.2634 -1.3467 -0.2640
C 4.0999 -1.8860 0.8265
O 4.3257 -3.0847 0.9205
C 4.6539 -0.9226 1.7982
C 4.4085 0.3870 1.6933
H 2.4070 0.3743 -1.1634
H 2.8642 -2.0669 -0.9677
H 5.2649 -1.3339 2.5927
H 4.8077 1.1072 2.3970
O 8.2317 -0.1244 -5.6077
C 7.1548 -0.4421 -5.1220
C 7.0465 -0.8796 -3.7163
C 5.8698 -1.2286 -3.1872
C 4.6279 -1.1901 -3.9847
O 3.5510 -1.5078 -3.4990
C 4.7362 -0.7526 -5.3904
C 5.9129 -0.4036 -5.9195
H 7.9663 -0.9017 -3.1442
H 5.7730 -1.5525 -2.1582
H 3.8164 -0.7304 -5.9625
H 6.0097 -0.0797 -6.9486
O 0.7211 7.8624 -0.5863
C 1.7849 7.2629 -0.5130
C 1.8404 5.8469 -0.0993
C 3.0034 5.1934 -0.0174
C 4.2819 5.8583 -0.3385
O 5.3457 5.2587 -0.2652
C 4.2264 7.2742 -0.7523
C 3.0634 7.9278 -0.8342
H 0.8940 5.3731 0.1323
H 3.0618 4.1550 0.2851
H 5.1727 7.7481 -0.9838
H 3.0049 8.9662 -1.1367
O 3.6313 15.7205 -1.6115
C 3.8570 14.5219 -1.5175
C 3.3030 13.5585 -2.4891
C 3.5485 12.2489 -2.3843
C 4.3850 11.7095 -1.2938
O 4.6108 10.5109 -1.1998
C 4.9390 12.6729 -0.3221
C 4.6935 13.9825 -0.4270
H 2.6920 13.9698 -3.2837
H 3.1493 11.5287 -3.0880
H 5.5500 12.2616 0.4724
H 5.0927 14.7027 0.2767
O -13.3527 -5.7629 0.8372
C -12.6126 -4.9744 1.4090
C -11.1780 -4.8866 1.0721
C -10.3698 -4.0263 1.6990
C -10.8765 -3.1260 2.7537
O -10.1364 -2.3376 3.3256
C -12.3111 -3.2138 3.0906
C -13.1194 -4.0741 2.4637
H -10.8217 -5.5531 0.2958
H -9.3150 -3.9497 1.4645
H -12.6675 -2.5473 3.8669
H -14.1741 -4.1507 2.6982
O 6.3985 -0.0811 3.7870
C 7.2920 -0.5951 4.4457
C 7.2917 -0.5311 5.9205
C 8.2695 -1.0911 6.6392
C 9.3908 -1.7989 5.9899
O 10.2843 -2.3129 6.6486
C 9.3911 -1.8629 4.5151
C 8.4132 -1.3029 3.7963
H 6.4620 -0.0091 6.3820
H 8.2848 -1.0526 7.7216
H 10.2207 -2.3849 4.0536
H 8.3979 -1.3413 2.7139
```

Properties
Structure (SMILES) = CCC1=C(P(=O)(O)O)C(=O)OC1=O.O=C1C=CC(=O)C=C1.O=C1C=CC(=O)C=C1.O=C1C=CC(=O)C=C1.O=C1C=CC(=O)C=C1.O=C1C=CC(=O)C=C1.O=C1C=CC(=O)C=C1.O=C1C=CC(=O)C=C1.O=C1C=CC(=O)C=C1.O=C1C=CC(=O)C=C1
LUMO energy = -2.47 eV

Atomic partial charges in e from the Löwdin method, atoms 1 to 8: C -0.104; C -0.141; C -0.018; C -0.080; P 0.765; O -0.387; O -0.209; O -0.223